No. 1
ORCA calculation (ωB97M-V/def2-TZVPD) on a structure of composition C55H49CoN3P2SbSi.

The geometry in ORCA input format:
```
! wB97M-V def2-TZVPD RIJCOSX def2/J DEFGRID3
* xyz 1 2
Co -0.56 0.19 0.47
C -1.79 0.79 -3.10
Si -0.64 1.28 -1.69
C -1.34 2.92 -1.01
C -2.11 3.79 -1.67
C -3.25 4.60 -1.15
C -3.84 4.48 0.05
C -3.28 3.69 1.21
C -2.89 2.21 0.78
P -2.51 0.61 1.66
C -2.20 0.71 3.45
C -2.30 1.84 4.24
C -2.02 1.78 5.60
C -1.63 0.58 6.18
C -1.55 -0.57 5.40
C -1.82 -0.51 4.04
C -3.93 -0.51 1.63
C -3.91 -1.60 0.76
C -4.97 -2.50 0.74
C -6.06 -2.30 1.59
C -6.07 -1.22 2.46
C -5.01 -0.33 2.49
C 1.19 1.54 -2.28
C 1.63 2.98 -2.11
C 2.87 3.35 -2.39
C 3.84 2.40 -3.01
C 3.89 0.20 -3.09
C 2.51 -0.23 -2.59
P 1.94 -1.86 -2.06
C 2.24 -1.76 -0.22
C 2.70 -0.66 0.42
C 3.05 -0.50 1.84
C 2.30 -1.01 2.90
C 1.64 -3.20 1.93
C 1.64 -3.03 0.40
C 3.24 -3.06 -2.52
C 2.98 -3.92 -3.58
C 3.95 -4.81 -4.03
C 5.19 -4.86 -3.41
C 5.46 -4.01 -2.34
C 4.50 -3.11 -1.90
H -1.52 1.35 -4.01
H -2.82 1.05 -2.84
H -1.76 -0.27 -3.34
H -2.04 3.80 -2.76
H -3.72 5.25 -1.87
H -4.74 5.06 0.23
H -3.86 3.82 2.12
H -2.63 2.78 3.81
H -2.10 2.67 6.21
H -1.40 0.54 7.24
H -1.28 -1.51 5.85
H -1.78 -1.41 3.44
H -3.06 -1.74 0.10
H -4.96 -3.34 0.06
H -6.89 -3.00 1.57
H -6.91 -1.08 3.13
H -5.02 0.49 3.19
H 0.92 3.70 -1.72
H 3.19 4.37 -2.21
H 4.61 2.96 -3.54
H 4.53 -0.57 -3.52
H 2.40 1.44 0.32
H 4.02 -0.07 2.04
H 2.74 -1.11 3.89
H 2.62 -3.47 2.34
H 2.08 -3.92 -0.06
H 2.01 -3.89 -4.06
H 3.73 -5.47 -4.86
H 5.94 -5.56 -3.75
H 6.43 -4.04 -1.86
H 4.72 -2.44 -1.08
C -3.78 1.64 -0.34
C -1.44 2.80 0.48
C -1.77 4.09 1.25
C -1.06 4.30 2.53
C -0.02 3.55 2.87
C 0.31 2.33 2.12
N -0.34 1.97 1.05
Sb 1.87 1.41 3.26
C 2.83 0.69 -0.34
C 4.23 1.08 -0.72
C 4.56 1.25 -2.15
C 3.21 1.32 -3.93
C 1.79 0.79 -3.55
C 0.96 0.34 -4.73
N 1.98 0.55 -1.47
C 0.23 -1.17 1.58
C 1.13 -1.87 2.57
C 0.56 -4.23 2.15
C -0.36 -4.11 1.21
C 0.05 -3.09 0.16
C -0.55 -3.44 -1.20
N -0.33 -1.72 0.58
H -4.79 1.51 0.06
H -3.84 2.29 -1.20
H -3.44 0.66 -0.69
H -1.58 4.98 0.65
H -1.38 5.14 3.14
H 0.53 3.75 3.78
H 4.97 1.25 0.06
H 5.63 1.32 -2.29
H 3.37 1.45 -5.00
H 1.60 -0.20 -5.43
H 0.16 -0.33 -4.42
H 0.53 1.19 -5.26
H 0.55 -2.07 3.47
H 0.52 -4.87 3.02
H -1.30 -4.64 1.15
H -1.49 -3.99 -1.04
H -0.76 -2.56 -1.79
H 0.12 -4.09 -1.77
*
```

Results
Kohn-Sham gap (alpha / beta) (eV): 6.0 / 6.6
HOMO (alpha / beta) (Ha): -0.3471 / -0.3503

No. 2
ORCA calculation (ωB97M-V/def2-TZVPD) on a structure of composition C55H49N5OP4Ti at a distorted geometry.

The geometry in ORCA input format:
```
! wB97M-V def2-TZVPD RIJCOSX def2/J DEFGRID3
* xyz 0 1
Ti 0.54 0.29 0.23
C 1.73 -1.80 -3.07
C 2.40 -1.32 -1.80
P 2.36 0.51 -1.56
C 4.00 1.19 -2.05
C 4.05 2.54 -2.39
C 5.22 3.10 -2.87
C 6.35 2.32 -3.02
C 6.32 0.98 -2.66
C 5.15 0.42 -2.16
C 3.10 0.38 0.25
C 2.98 1.61 0.91
C 3.65 1.88 2.09
C 4.48 0.92 2.65
C 4.62 -0.31 2.02
C 3.94 -0.58 0.84
C 0.23 -1.52 -3.12
P -0.57 -0.24 -2.05
C -0.60 1.36 -2.95
C -1.14 1.44 -4.23
C -1.37 2.67 -4.82
C -1.07 3.84 -4.13
C -0.50 3.76 -2.87
C -0.26 2.53 -2.29
C -2.33 -0.64 -2.52
C -3.26 0.40 -2.43
C -4.56 0.23 -2.86
C -4.98 -0.99 -3.37
C -4.07 -2.03 -3.45
C -2.76 -1.85 -3.04
H 1.88 -2.88 -3.17
H 2.23 -1.32 -3.91
H 3.44 -1.65 -1.81
H 1.90 -1.74 -0.90
H 3.15 3.13 -2.32
H 5.24 4.14 -3.16
H 7.26 2.75 -3.42
H 7.20 0.37 -2.77
H 5.16 -0.62 -1.89
H 2.39 2.40 0.43
H 3.57 2.85 2.56
H 5.01 1.12 3.57
H 5.29 -1.05 2.44
H 4.10 -1.54 0.37
H -0.28 -2.44 -2.80
H -0.08 -1.29 -4.15
H -1.41 0.53 -4.77
H -1.80 2.72 -5.81
H -1.28 4.80 -4.58
H -0.25 4.67 -2.33
H 0.23 2.47 -1.32
H -2.95 1.37 -2.06
H -5.25 1.06 -2.81
H -6.00 -1.12 -3.71
H -4.37 -2.98 -3.85
H -2.10 -2.69 -3.15
C 1.19 -0.03 3.32
N 0.69 -0.33 2.01
P -0.56 2.36 1.05
C -0.85 2.41 2.84
C -2.05 2.05 3.47
C -2.21 2.23 4.83
C -1.17 2.73 5.60
C 0.02 3.09 4.99
C 0.17 2.94 3.63
C -2.30 2.13 0.54
C -3.08 3.25 0.27
C -4.43 3.11 0.03
C -5.02 1.86 0.07
C -4.25 0.73 0.31
C -2.89 0.87 0.54
P -0.40 -1.55 1.63
C 0.44 -3.04 2.30
C 1.83 -3.10 2.25
C 2.49 -4.19 2.79
C 1.77 -5.20 3.40
C 0.39 -5.14 3.46
C -0.28 -4.06 2.90
C -1.66 -2.55 0.59
C -1.04 -3.38 -0.34
C -1.78 -4.23 -1.12
C -3.16 -4.21 -1.04
C -3.79 -3.35 -0.16
C -3.05 -2.53 0.67
H 0.36 -0.02 4.06
H 1.66 0.95 3.34
H 1.92 -0.78 3.67
H -2.86 1.64 2.89
H -3.14 1.96 5.30
H -1.30 2.85 6.66
H 0.83 3.48 5.59
H 1.09 3.26 3.15
H -2.62 4.23 0.27
H -5.04 3.99 -0.16
H -6.09 1.76 -0.09
H -4.70 -0.24 0.31
H -2.26 0.00 0.72
H 2.38 -2.29 1.78
H 3.57 -4.25 2.74
H 2.29 -6.05 3.84
H -0.17 -5.92 3.95
H -1.36 -4.01 2.93
H 0.05 -3.38 -0.39
H -1.28 -4.92 -1.80
H -3.75 -4.87 -1.67
H -4.87 -3.34 -0.09
H -3.54 -1.90 1.39
O 2.04 2.25 -5.27
C 2.01 1.55 -4.34
N 1.94 0.78 -3.43
N -1.44 -0.03 7.39
C -1.63 -0.44 6.34
N -1.91 -0.97 5.20
C -1.55 -1.03 4.03
N -1.58 -1.28 2.86
*
```

Results
Kohn-Sham gap (alpha / beta) (eV): 6.6 / 6.7
Energy relative to the best compared isomer or geometry (same formula, charge and spin) (kJ/mol): 107.59
HOMO (alpha / beta) (Ha): -0.2672 / -0.2661

No. 3
ORCA calculation (ωB97M-V/def2-TZVPD) on a cluster of 7 separate species, C55H51FIN5O15 in total at a distorted geometry.

The geometry in ORCA input format:
```
! wB97M-V def2-TZVPD RIJCOSX def2/J DEFGRID3
* xyz 0 1
C 0.91 -3.29 -0.78
C 0.05 -2.09 -0.08
F -1.16 -2.75 0.54
C 0.87 -1.17 0.99
I 2.11 -2.36 2.41
C -0.05 -0.31 2.09
C -1.52 0.24 1.61
C -2.26 1.20 2.76
C -3.47 1.99 1.96
C -4.65 1.01 1.37
N -5.61 1.76 0.42
C -6.76 0.76 0.21
N -7.87 0.86 1.03
N -6.77 -0.33 -0.85
C 1.08 0.77 2.64
O 1.05 1.60 3.69
N 2.29 0.66 1.76
C 1.73 0.15 0.42
C 2.84 -0.49 -0.65
N 2.35 -0.46 -2.09
O 0.90 1.05 -0.39
C 1.42 2.42 -0.43
O 2.72 2.72 -0.74
C 0.48 3.77 -0.15
C -0.23 4.13 1.29
C -1.09 5.56 1.35
C -1.23 6.58 0.03
C -0.53 6.21 -1.42
C 0.32 4.79 -1.46
H 0.85 -3.28 -1.97
H 0.48 -4.36 -0.47
H 2.05 -3.32 -0.50
H -0.36 -1.41 -0.97
H -0.25 -1.12 2.93
H -2.31 -0.64 1.41
H -1.51 0.87 0.61
H -2.80 0.47 3.53
H -1.52 1.89 3.33
H -3.94 2.80 2.69
H -2.97 2.55 1.06
H -5.23 0.53 2.28
H -4.24 0.10 0.72
H -5.09 1.75 -0.50
H -8.56 0.12 0.75
H -7.28 0.05 -1.68
H -7.33 -1.16 -0.56
H 2.95 1.47 1.70
H 3.27 -1.53 -0.31
H 3.76 0.27 -0.61
H 1.43 -0.94 -2.22
H 3.07 -0.82 -2.77
H -0.11 3.45 2.23
H -1.62 5.96 2.33
H -1.82 7.62 0.09
H -0.57 6.89 -2.38
H 0.84 4.52 -2.49
C -6.13 5.57 0.28
C -6.82 6.56 -0.29
C -6.80 7.93 0.28
O -7.42 8.84 -0.24
C -5.99 8.15 1.49
C -5.30 7.15 2.06
C -5.32 5.79 1.50
O -4.70 4.88 2.02
H -6.14 4.56 -0.12
H -7.41 6.42 -1.18
H -5.98 9.16 1.89
H -4.71 7.30 2.96
C 5.74 4.53 -1.35
C 4.52 4.98 -1.67
C 4.33 6.24 -2.40
O 3.21 6.65 -2.69
C 5.54 7.00 -2.77
C 6.76 6.55 -2.45
C 6.95 5.29 -1.72
O 8.07 4.88 -1.43
H 5.89 3.60 -0.81
H 3.62 4.43 -1.40
H 5.39 7.93 -3.31
H 7.66 7.10 -2.72
C 2.60 -8.41 -2.23
C 2.01 -7.25 -2.55
C 0.81 -6.77 -1.83
O 0.28 -5.71 -2.12
C 0.29 -7.63 -0.75
C 0.87 -8.79 -0.43
C 2.07 -9.27 -1.15
O 2.60 -10.33 -0.86
H 3.47 -8.77 -2.75
H 2.39 -6.61 -3.34
H -0.59 -7.27 -0.23
H 0.49 -9.43 0.36
C 3.40 -9.03 2.45
C 4.19 -9.80 3.22
C 4.69 -9.32 4.52
O 5.41 -10.02 5.22
C 4.28 -7.97 4.95
C 3.49 -7.21 4.19
C 2.99 -7.68 2.88
O 2.27 -6.98 2.18
H 3.03 -9.37 1.49
H 4.50 -10.79 2.91
H 4.65 -7.64 5.91
H 3.19 -6.21 4.49
C -8.60 7.04 -6.02
C -7.81 6.27 -5.25
C -7.31 6.75 -3.95
O -6.59 6.05 -3.25
C -7.72 8.10 -3.52
C -8.51 8.87 -4.28
C -9.01 8.39 -5.59
O -9.73 9.09 -6.28
H -8.97 6.70 -6.98
H -7.50 5.28 -5.55
H -7.35 8.44 -2.56
H -8.81 9.86 -3.98
C 7.97 -8.15 0.25
C 9.27 -8.36 0.47
C 9.77 -8.70 1.81
O 10.96 -8.89 2.02
C 8.78 -8.82 2.90
C 7.48 -8.61 2.68
C 6.97 -8.26 1.34
O 5.78 -8.08 1.13
H 7.58 -7.89 -0.73
H 10.01 -8.28 -0.32
H 9.17 -9.07 3.88
H 6.74 -8.69 3.47
*
```

Results
Kohn-Sham gap (eV): 7.0
SMILES: [H]/N=C(\N)NCCCC[C@@H]1C(=O)N[C@](CN)(OC(=O)c2ccccc2)[C@]1(I)[C@@H](C)F.O=C1C=CC(=O)C=C1.O=C1C=CC(=O)C=C1.O=C1C=CC(=O)C=C1.O=C1C=CC(=O)C=C1.O=C1C=CC(=O)C=C1.O=C1C=CC(=O)C=C1
HOMO (Ha): -0.3227

No. 4
ORCA calculation (ωB97M-V/def2-TZVPD) on a structure of composition C55H53I2N4O4PPb.

The geometry in ORCA input format:
```
! wB97M-V def2-TZVPD RIJCOSX def2/J DEFGRID3
* xyz 2 1
Pb 0.18 0.07 0.25
C -7.90 5.59 -2.38
O -7.59 4.69 -1.31
C -6.34 4.23 -1.20
C -5.30 4.57 -2.07
C -4.05 4.00 -1.88
C -3.80 3.14 -0.80
C -4.85 2.86 0.08
C -6.11 3.37 -0.12
C -2.48 2.56 -0.58
C -1.85 1.90 -1.70
C -2.44 1.74 -3.00
C -1.54 1.06 -3.76
C -0.40 0.81 -2.92
N -0.63 1.32 -1.66
C 0.75 0.14 -3.33
C 1.93 -0.10 -2.54
C 3.20 -0.41 -3.10
C 4.09 -0.39 -2.07
C 3.34 -0.09 -0.89
C 3.89 0.06 0.41
C 5.30 -0.28 0.58
C 5.80 -1.49 0.07
C 7.11 -1.85 0.26
C 7.99 -0.98 0.92
O 9.24 -1.41 1.07
C 10.19 -0.57 1.73
C 7.52 0.26 1.38
C 6.19 0.59 1.22
C 3.20 0.57 1.57
N 1.93 1.07 1.56
C 1.68 1.50 2.84
C 0.50 2.16 3.26
C 0.40 2.56 4.66
C -0.74 2.20 5.41
C -0.84 2.53 6.74
C 0.16 3.29 7.35
O -0.04 3.59 8.64
C 0.94 4.38 9.32
C 1.27 3.70 6.61
C 1.39 3.32 5.29
C -0.62 2.51 2.44
C -1.64 3.45 2.80
C -2.46 3.58 1.72
C -1.94 2.70 0.71
N -0.81 2.09 1.17
C 2.79 1.19 3.68
C 3.74 0.62 2.89
N 2.03 0.10 -1.21
C 0.83 -0.32 -4.73
C 0.98 -1.68 -5.00
C 1.07 -2.13 -6.30
C 1.05 -1.21 -7.36
O 1.17 -1.74 -8.59
C 1.25 -0.85 -9.70
C 0.92 0.15 -7.10
C 0.79 0.59 -5.78
H -8.95 5.81 -2.29
H -7.70 5.12 -3.35
H -7.32 6.51 -2.29
H -5.45 5.26 -2.88
H -3.24 4.29 -2.54
H -4.68 2.18 0.91
H -6.93 3.12 0.53
H -3.42 2.05 -3.29
H -1.64 0.75 -4.79
H 3.40 -0.58 -4.14
H 5.16 -0.50 -2.13
H 5.14 -2.18 -0.44
H 7.50 -2.79 -0.11
H 11.10 -1.15 1.79
H 9.84 -0.33 2.74
H 10.36 0.34 1.16
H 8.19 0.98 1.83
H 5.85 1.56 1.55
H -1.52 1.61 4.94
H -1.69 2.22 7.33
H 0.59 4.47 10.34
H 1.02 5.36 8.86
H 1.91 3.88 9.31
H 2.04 4.32 7.05
H 2.24 3.66 4.71
H -1.70 3.99 3.74
H -3.30 4.24 1.62
H 2.85 1.35 4.74
H 4.69 0.23 3.20
H 1.01 -2.40 -4.19
H 1.15 -3.18 -6.53
H 1.41 -1.47 -10.57
H 2.09 -0.16 -9.59
H 0.32 -0.29 -9.81
H 0.92 0.88 -7.90
H 0.69 1.65 -5.58
I -3.39 -0.84 1.53
C -3.66 -2.28 0.01
I -2.31 -2.10 -1.61
H -4.66 -2.16 -0.38
H -3.52 -3.26 0.46
C 1.02 -4.80 -1.07
C 0.43 -4.61 0.33
P 1.03 -3.06 1.10
C 2.82 -3.40 1.34
C 3.24 -4.62 2.16
C 0.35 -3.08 2.82
C -0.05 -4.43 3.42
H 0.52 -5.61 -1.60
H 2.08 -5.04 -1.03
H 0.91 -3.89 -1.67
H 0.65 -5.47 0.96
H -0.66 -4.54 0.27
H 3.24 -2.49 1.79
H 3.24 -3.46 0.33
H 2.94 -4.52 3.20
H 4.32 -4.74 2.14
H 2.80 -5.54 1.77
H -0.52 -2.42 2.82
H 1.11 -2.59 3.44
H -0.87 -4.89 2.86
H -0.40 -4.29 4.45
H 0.77 -5.14 3.44
*
```

Results
Kohn-Sham gap (eV): 4.4
Energy relative to the best compared isomer or geometry (same formula, charge and spin) (kJ/mol): 95.21
HOMO (Ha): -0.4431

What calculated total energy values result from the calculations? In sequence: -4884.1516; -4689.0572; -3925.5418; -3776.7026 Ha.